Arrangement P

Below is C2HNO2S2 in the gas phase, with properties calculated with ωB97M-V with the def2-TZVPD basis set.

Results
* SMILES: S=c1o[nH]oc1=S

Structure (XYZ):
```
8
Properties=species:S:1:pos:R:3:nbo_charge:R:1
S -2.4390 -0.8705 0.2420 0.06
C -0.8433 -0.4205 0.1652 0.10
O 0.0580 -0.7504 1.0980 -0.33
N 1.3522 -0.1909 0.8236 0.00
O 1.2001 0.3308 -0.5320 -0.34
C -0.1242 0.3264 -0.8867 0.04
S -0.6515 0.9212 -2.2739 0.13
H 1.4476 0.6538 1.3637 0.34
```



Arrangement Q

Below is C2HNO2S2 in the gas phase, with properties calculated with ωB97M-V with the def2-TZVPD basis set.

Structure (XYZ):
```
8
Properties=species:S:1:pos:R:3:nbo_charge:R:1
C 0.7047 -0.0148 0.0652 -0.19
C -0.0100 -1.2937 -0.0222 0.42
N 0.0368 1.1253 -0.0011 0.07
O 0.5114 2.2549 -0.1188 -0.42
O 0.5483 -2.3494 -0.0625 -0.51
S -1.8554 -0.9174 -0.0513 0.04
S -1.7507 1.1027 -0.0021 0.33
H 1.8148 0.0924 0.1928 0.26
```



Stability ranking, top and bottom: arrangement Q is the most stable and arrangement P is the least stable.



Arrangement P

Below is 2 unconnected molecules or ions with the total composition C3H10N3O, with properties calculated with ωB97M-V with the def2-TZVPD basis set.

Results
* total charge: -1

Structure (XYZ):
```
17
Properties=species:S:1:pos:R:3:nbo_charge:R:1
C -2.3455 0.1807 1.8062 -0.44
C 1.9684 -0.5996 0.3640 -0.40
C 1.6021 0.5311 -1.7202 -0.41
N -1.7313 0.0018 0.5359 -0.49
N 1.4628 0.5425 -0.2927 -0.68
N -2.6850 -0.1722 -0.3876 0.07
O -2.2015 -0.3778 -1.5475 -0.60
H -2.3797 1.1482 2.2005 0.15
H -3.3806 -0.0724 1.6502 0.18
H -1.7707 -0.3997 2.5852 0.15
H 1.9975 -1.5273 -0.3402 0.14
H 2.9816 -0.4828 0.6608 0.16
H 1.2481 -0.9170 1.1252 0.21
H 2.6641 0.6120 -2.1739 0.16
H 1.2553 -0.4666 -2.1929 0.16
H 0.8934 1.2983 -2.1831 0.21
H 0.4211 0.7007 -0.0899 0.42
```



Arrangement Q

Below is 2 unconnected molecules or ions with the total composition C3H10N3O, with properties calculated with ωB97M-V with the def2-TZVPD basis set.

Results
* total charge: -1

Structure (XYZ):
```
17
Properties=species:S:1:pos:R:3:nbo_charge:R:1
C -2.3300 -1.7192 0.0701 -0.43
C 1.4341 0.8888 -1.0392 -0.65
C -0.1060 1.4277 0.7630 -0.46
N -1.4969 -0.4968 0.2617 -0.49
N 0.1532 0.6440 -0.4345 -0.14
N -0.4634 -0.4550 -0.5729 -0.02
O 3.0520 -0.5754 0.3702 -1.09
H -1.6373 -2.6469 0.1898 0.16
H -3.1750 -1.8859 0.8496 0.18
H -2.6417 -1.8319 -0.8979 0.17
H 2.4937 0.1191 -0.3129 0.42
H 1.4332 0.5660 -2.0840 0.17
H 1.6545 2.0897 -1.0804 0.13
H 0.6388 2.1467 0.9697 0.20
H -0.9575 2.0411 0.5563 0.19
H -0.3929 0.6407 1.4828 0.24
H 2.3412 -0.9529 0.9086 0.43
```



Stability ranking, top and bottom: arrangement P is the most stable and arrangement Q is the least stable.